Record 1
DFT (ωB97M-V with the def2-TZVPD basis set) results for the ion C4H13N2 with charge +1.

```
19
Properties=species:S:1:pos:R:3:lowdin_charge:R:1
C -0.850 0.584 -0.746 -0.2204
C 0.384 1.161 -0.245 -0.1743
C 0.852 0.258 0.860 -0.2095
C 0.810 -1.180 0.454 -0.2724
N 1.224 -1.319 -0.972 0.0245
N -1.980 0.541 0.154 0.2115
H -0.753 -0.409 -1.267 0.1511
H -1.221 1.116 -1.525 0.1070
H 0.989 1.438 -1.066 0.1237
H 0.239 2.125 0.319 0.1484
H 0.194 0.287 1.811 0.1430
H 1.773 0.401 1.274 0.0858
H 1.617 -1.621 1.142 0.1358
H 0.074 -1.909 0.746 0.1095
H 2.121 -0.928 -1.134 0.0797
H 1.498 -2.207 -1.147 0.0360
H -1.774 0.367 1.145 0.1693
H -2.489 1.421 0.179 0.1833
H -2.707 -0.125 0.017 0.1682
```

Output
SMILES = NCCCC[NH3+]
LUMO level = -3.65 eV
Total charge = +1
DFT total energy = -7330.7669 eV
Energy above the lowest of the compared OMol25 structures with the same formula, charge and spin = 62.73 kcal per mole

---

Record 2
DFT (ωB97M-V with the def2-TZVPD basis set) results for a structure of composition C32H42NO5V.

```
81
Properties=species:S:1:pos:R:3:lowdin_spin:R:1
C 0.254 -0.238 -7.551 0.0000
C -0.126 -0.765 -6.161 0.0000
C 0.035 1.295 -7.497 0.0000
C -1.047 1.490 -6.413 0.0000
H -0.286 1.624 -8.493 0.0000
H 0.977 1.800 -7.240 0.0000
C -1.333 0.092 -5.778 0.0000
H 0.720 -0.566 -5.480 0.0000
H -0.333 -1.845 -6.190 0.0000
C -1.528 0.311 -4.281 0.0000
H -2.236 -0.371 -6.211 0.0000
H -1.970 1.852 -6.890 0.0000
C -0.757 2.390 -5.155 0.0000
C 1.610 -0.719 -8.040 0.0000
C -0.565 -0.914 -8.656 0.0000
O -0.974 -0.369 -9.663 0.0000
O 2.396 -1.351 -7.362 0.0000
O 1.771 -0.468 -9.355 0.0000
O -0.709 -2.231 -8.398 0.0000
C -0.729 -3.136 -9.515 0.0000
H -0.363 -4.082 -9.117 0.0000
H -0.066 -2.783 -10.307 0.0000
H -1.742 -3.257 -9.906 0.0000
C 3.007 -0.903 -9.927 0.0000
H 3.855 -0.343 -9.514 0.0000
H 2.910 -0.698 -10.993 0.0000
H 3.165 -1.975 -9.758 0.0000
O -1.260 1.686 -3.972 -0.0002
H -0.866 -0.317 -3.656 0.0000
H -2.574 0.074 -4.011 -0.0001
C -1.509 3.715 -5.279 0.0000
C 0.727 2.664 -4.890 0.0000
H 1.164 3.302 -5.668 0.0000
H 1.304 1.732 -4.817 0.0000
H 0.834 3.188 -3.930 0.0000
H -1.446 4.301 -4.354 0.0000
H -2.566 3.533 -5.508 0.0000
H -1.079 4.311 -6.096 0.0000
V -0.036 -0.052 0.651 0.9872
C -2.163 -0.163 1.548 0.0007
C -2.309 0.297 0.204 0.0159
C -1.635 -0.633 -0.658 -0.0058
H -2.882 1.163 -0.131 0.0018
C -1.189 -1.739 0.162 -0.0152
C -1.452 -1.411 1.539 -0.0059
H -1.234 -2.034 2.405 -0.0013
H -2.487 0.342 2.457 0.0015
H -1.535 -0.546 -1.738 -0.0007
H -0.775 -2.679 -0.194 -0.0006
C 2.404 0.650 0.492 -0.0215
C 2.202 -0.354 1.481 0.0263
C 1.593 -1.491 0.849 -0.0032
H 2.543 -0.319 2.516 0.0047
C 1.400 -1.157 -0.554 0.0070
C 1.879 0.184 -0.755 -0.0018
H 1.943 0.686 -1.724 -0.0013
H 2.897 1.607 0.671 -0.0008
H 1.415 -2.452 1.333 -0.0018
H 1.025 -1.814 -1.339 0.0016
C -1.905 2.098 5.035 0.0002
N -1.381 0.950 4.300 0.0004
C -1.517 -0.276 5.082 0.0000
C -0.007 1.171 3.806 0.0117
C 0.014 2.254 2.773 0.0026
C 0.141 3.583 3.197 -0.0006
C 0.012 4.618 2.269 0.0010
C -0.185 4.327 0.917 -0.0011
C -0.260 2.992 0.482 0.0000
C -0.123 1.979 1.418 -0.0060
H -2.874 1.818 5.467 0.0001
H -2.036 2.964 4.377 0.0000
H -1.228 2.381 5.863 0.0000
H -2.531 -0.289 5.506 0.0000
H -1.375 -1.153 4.435 0.0000
H -0.780 -0.311 5.905 0.0000
H 0.661 1.462 4.646 0.0005
H 0.361 0.218 3.388 0.0061
H 0.302 3.810 4.255 0.0000
H 0.067 5.652 2.610 0.0001
H -0.261 5.127 0.184 -0.0001
H -0.412 2.747 -0.576 -0.0012
```

Output
LUMO level (alpha / beta) = 1.99 / 1.99 eV
Spin multiplicity = 2
Total charge = -1
DFT total energy = -71278.9833 eV
Energy above the lowest of the compared OMol25 structures with the same formula, charge and spin = 0.00 kcal per mole
<S²> = 0.86

---

Record 3
DFT (ωB97M-V with the def2-TZVPD basis set) results for a structure of composition C9H14CaN4O3S4.

```
35
Properties=species:S:1:pos:R:3:lowdin_charge:R:1
Ca -0.756 -0.041 -1.983 0.9647
N -1.754 -1.579 -0.101 -0.0777
C -2.042 -0.911 1.161 -0.2114
C -2.337 0.593 0.997 -0.6093
O -3.089 1.117 1.845 -0.0672
N -1.713 1.161 -0.023 -0.1156
C -2.026 2.556 -0.260 -0.1783
C -1.649 3.011 -1.684 -0.7049
O -1.989 4.153 -2.021 -0.0535
O -1.007 2.174 -2.389 -0.2266
H -2.586 -1.817 -0.632 0.0056
H -1.227 -2.435 0.018 0.0694
H -1.159 -0.999 1.803 0.0988
H -2.883 -1.346 1.713 0.0984
H -1.497 3.226 0.435 0.1119
H -3.088 2.766 -0.099 0.1100
S 1.385 -0.802 -3.806 -0.2438
S 0.632 -2.661 -3.238 -0.3022
S -1.105 -3.007 -4.276 -0.2659
S -2.603 -1.897 -3.343 -0.2685
C 1.802 1.456 2.895 -0.0330
C 1.885 0.512 1.743 -0.3202
C 2.818 -0.450 1.406 -0.0106
C 2.352 -1.020 0.201 -0.3524
N 1.216 -0.444 -0.158 0.0404
N 0.958 0.485 0.773 0.0363
C 2.978 -2.088 -0.633 -0.0704
H 2.583 1.234 3.621 0.0671
H 0.835 1.381 3.394 0.0774
H 1.925 2.489 2.565 0.0762
H 3.712 -0.705 1.952 0.0904
H 0.044 0.961 0.694 0.1161
H 3.828 -2.533 -0.113 0.0637
H 3.305 -1.676 -1.589 0.0457
H 2.251 -2.865 -0.866 0.0394
```

Output
LUMO level = 4.61 eV
Total charge = -2
DFT total energy = -83450.2991 eV
Energy above the lowest of the compared OMol25 structures with the same formula, charge and spin = 3.39 kcal per mole

---

Record 4
DFT (ωB97M-V with the def2-TZVPD basis set) results for a structure of composition C40H66Cl4FeGeN3O8PS.

```
125
Properties=species:S:1:pos:R:3:lowdin_spin:R:1
Fe 0.503 -1.348 0.036 4.2788
C 0.458 -0.887 -4.240 0.0004
C -0.370 -2.045 -3.720 0.0021
C 0.274 -3.360 -4.153 0.0006
C -1.795 -1.953 -4.257 0.0014
O -0.391 -1.946 -2.288 0.0192
Ge -1.195 -3.308 -1.293 0.0105
O 0.396 -3.432 -0.252 0.0870
C 0.938 -4.762 -0.012 0.0095
C -0.151 -5.646 0.596 0.0027
C 1.405 -5.325 -1.350 0.0029
C 2.107 -4.704 0.957 0.0020
O -1.461 -1.810 -0.002 0.1161
C -2.832 -1.305 0.159 0.0111
C -3.757 -1.973 -0.861 0.0044
C -3.313 -1.690 1.557 0.0025
C -2.902 0.195 -0.098 0.0006
H 0.544 -0.924 -5.328 0.0000
H 0.003 0.064 -3.960 0.0001
H 1.453 -0.951 -3.805 0.0002
H 0.377 -3.399 -5.238 0.0001
H 1.262 -3.458 -3.704 0.0000
H -0.332 -4.218 -3.851 0.0002
H -1.796 -1.960 -5.348 0.0004
H -2.400 -2.797 -3.919 0.0002
H -2.260 -1.027 -3.918 0.0000
H -0.969 -5.832 -0.099 0.0000
H 0.273 -6.611 0.875 0.0008
H -0.550 -5.177 1.495 0.0001
H 0.573 -5.428 -2.049 0.0001
H 2.149 -4.666 -1.800 0.0000
H 1.849 -6.311 -1.215 0.0009
H 1.786 -4.387 1.945 0.0016
H 2.531 -5.706 1.037 0.0003
H 2.885 -4.021 0.622 0.0002
H -3.857 -3.045 -0.692 0.0001
H -4.750 -1.533 -0.756 0.0011
H -3.425 -1.795 -1.885 0.0002
H -2.950 -2.687 1.810 0.0000
H -2.986 -0.987 2.321 0.0000
H -4.402 -1.712 1.587 0.0005
H -2.451 0.434 -1.064 -0.0001
H -3.951 0.493 -0.123 0.0001
H -2.415 0.788 0.665 0.0000
Cl -7.874 -1.036 2.436 0.0000
C -6.475 -0.237 3.067 0.0000
C -5.983 0.889 2.431 0.0000
C -4.845 1.495 2.938 0.0000
C -4.188 1.008 4.065 0.0000
C -2.957 1.731 4.557 0.0001
C -1.652 0.923 4.497 0.0004
N -1.044 1.011 3.175 0.0015
C -0.721 2.166 2.499 0.0030
C -0.169 1.774 1.324 0.0076
N -0.134 0.396 1.264 0.0675
C -0.686 -0.014 2.397 0.0026
O -3.109 2.209 5.880 0.0000
C -3.635 3.533 5.916 0.0000
C -2.653 4.501 5.326 0.0000
C -2.825 5.216 4.179 0.0000
Cl -4.216 5.228 3.170 0.0000
S -1.446 6.143 3.747 0.0000
C -0.597 5.571 5.123 0.0000
C -1.347 4.717 5.864 0.0000
C -4.720 -0.123 4.681 0.0000
Cl -3.970 -0.806 6.089 0.0000
C -5.854 -0.752 4.193 0.0000
H -6.485 1.283 1.559 0.0000
H -4.453 2.379 2.451 0.0000
H -2.820 2.583 3.883 0.0000
H -1.798 -0.132 4.721 0.0000
H -0.969 1.339 5.238 0.0001
H -0.882 3.145 2.915 0.0005
H 0.212 2.399 0.546 0.0001
H -0.813 -1.038 2.695 -0.0006
H -3.812 3.750 6.969 0.0000
H -4.594 3.584 5.390 0.0000
H 0.405 5.912 5.319 0.0000
H -0.999 4.248 6.772 0.0000
H -6.244 -1.630 4.685 0.0000
O 2.295 -1.509 -1.063 0.0495
C 3.440 -1.963 -1.063 0.0067
C 4.120 -2.362 -2.342 0.0025
C 5.338 -1.415 -2.511 0.0000
C 5.198 -0.019 -1.861 0.0004
C 5.533 0.093 -0.362 0.0001
C 4.501 -0.564 0.552 0.0010
N 4.249 -1.915 0.029 0.0032
H 3.402 -2.262 -3.154 0.0001
H 4.444 -3.404 -2.306 0.0005
H 5.519 -1.293 -3.580 0.0000
H 6.237 -1.895 -2.114 0.0000
H 4.183 0.361 -2.024 0.0003
H 5.861 0.659 -2.399 0.0000
H 5.629 1.147 -0.090 0.0000
H 6.515 -0.357 -0.185 0.0000
H 3.551 -0.028 0.556 -0.0002
H 4.843 -0.632 1.584 0.0006
H 5.127 -2.390 -0.145 0.0001
C 3.815 1.993 -4.548 0.0001
C 2.621 1.196 -4.072 0.0006
O 1.969 1.907 -3.018 0.0102
P 1.291 1.352 -1.640 0.0202
O 2.065 2.334 -0.594 0.0044
C 3.385 2.873 -0.719 0.0002
C 3.362 4.289 -1.250 0.0002
O -0.144 2.057 -1.707 0.0019
C -0.365 3.436 -2.070 0.0004
C -0.888 3.527 -3.485 0.0000
H 4.289 1.485 -5.388 0.0000
H 4.556 2.113 -3.759 0.0000
H 3.503 2.982 -4.880 0.0000
H 2.915 0.200 -3.729 0.0002
H 1.900 1.069 -4.882 0.0000
H 3.990 2.234 -1.365 0.0001
H 3.812 2.837 0.285 0.0000
H 2.962 4.309 -2.263 0.0000
H 4.373 4.696 -1.275 0.0000
H 2.750 4.928 -0.615 0.0000
H 0.562 3.998 -1.944 0.0001
H -1.096 3.815 -1.354 0.0001
H -0.145 3.169 -4.195 0.0000
H -1.128 4.563 -3.726 0.0000
H -1.794 2.932 -3.594 0.0000
Cl 1.702 -1.758 1.924 0.2541
```

Output
LUMO level (alpha / beta) = -1.54 / -3.90 eV
Spin multiplicity = 6
Total charge = +1
DFT total energy = -224517.8498 eV
<S²> = 8.76

---

Record 5
DFT (ωB97M-V with the def2-TZVPD basis set) results for a structure of composition C3H4Br2Cl2O.

```
12
Properties=species:S:1:pos:R:3:lowdin_charge:R:1
C -1.133 -0.080 1.137 -0.1930
C -0.507 -0.030 -0.288 -1.1838
C 1.089 -0.044 -0.382 -1.3199
O 1.567 -0.165 -1.619 -0.1268
Cl -0.995 -1.682 -1.122 0.5281
Cl -1.001 1.364 -1.188 0.6751
Br 1.816 1.720 0.410 0.5922
Br 1.758 -1.474 0.717 0.7564
H -1.615 0.918 1.341 0.0785
H -2.036 -0.786 1.183 0.0932
H -0.547 -0.307 1.986 0.0332
H 1.606 0.566 -2.173 0.0668
```

Output
LUMO level = 0.05 eV
DFT total energy = -170352.4186 eV
Energy above the lowest of the compared OMol25 structures with the same formula, charge and spin = 4.88 kcal per mole

---

Record 6
DFT (ωB97M-V with the def2-TZVPD basis set) results for the ion C3H4NO with charge +1.

```
9
Properties=species:S:1:pos:R:3:lowdin_charge:R:1
C -0.669 0.356 0.085 0.2651
C 0.190 -0.767 0.312 -0.0818
C 1.432 -0.354 -0.026 0.1036
N 2.918 -1.302 0.262 0.1094
O 3.498 -1.076 1.211 0.1444
H -1.565 0.449 0.473 0.0414
H -0.370 1.206 -0.618 0.1390
H -0.004 -1.650 0.901 0.1309
H 1.587 0.370 -0.909 0.1481
```

Output
SMILES = C=CC=[N+]=O
LUMO level (alpha / beta) = -7.36 / -7.36 eV
Total charge = +1
DFT total energy = -6699.5658 eV
Energy above the lowest of the compared OMol25 structures with the same formula, charge and spin = 117.71 kcal per mole

---

Record 7
DFT (ωB97M-V with the def2-TZVPD basis set) results for a structure of composition C5H6N2S.

```
14
Properties=species:S:1:pos:R:3:lowdin_charge:R:1
C -0.336 0.848 1.563 -0.0391
C 0.898 0.372 2.033 -0.1745
C -0.425 0.352 0.269 -0.3631
C -1.366 0.458 -0.860 -0.3647
C 0.776 -1.224 -1.656 -0.2597
N 1.515 -0.357 1.109 0.0219
N 0.707 -0.328 0.097 -0.0778
S -0.738 -0.560 -2.290 0.8330
H -1.053 1.442 2.091 0.0898
H 1.361 0.533 2.987 0.0909
H -2.368 0.088 -0.634 0.0773
H -1.426 1.482 -1.235 0.0770
H 1.687 -0.839 -2.087 0.0448
H 0.768 -2.267 -1.386 0.0442
```

Output
LUMO level = 0.02 eV
DFT total energy = -19095.2019 eV
Energy above the lowest of the compared OMol25 structures with the same formula, charge and spin = 64.77 kcal per mole

---

Record 8
DFT (ωB97M-V with the def2-TZVPD basis set) results for a cluster of 6 separate species, C18H52N8O6 in total.

```
84
Properties=species:S:1:pos:R:3:lowdin_charge:R:1
C -1.493 -2.765 -0.649 -0.8090
O -2.066 -3.517 0.090 0.0378
N -2.101 -1.758 -1.215 0.1618
N -0.191 -2.846 -0.868 0.1545
H -1.466 -1.123 -1.677 0.1076
H -3.046 -1.681 -0.868 0.1248
H 0.260 -2.279 -1.572 0.1026
H 0.317 -3.521 -0.314 0.1180
C 1.444 -6.536 5.449 -0.7939
O 1.759 -7.046 4.424 0.0684
N 0.195 -6.313 5.763 0.1411
N 2.197 -6.014 6.427 0.1450
H -0.426 -6.592 5.018 0.1225
H -0.054 -5.783 6.586 0.1055
H 1.708 -5.714 7.259 0.0982
H 3.197 -6.103 6.324 0.1132
C -8.005 -1.163 5.608 -0.0829
C -7.497 -0.163 4.643 -0.4390
C -7.870 1.218 5.116 -0.1739
O -7.336 2.194 4.144 -0.1883
C -7.992 3.371 4.277 -0.1753
N -5.978 -0.184 4.536 0.0412
H -8.945 -1.538 5.203 0.0822
H -7.995 -0.876 6.659 0.0866
H -7.362 -2.039 5.531 0.0770
H -7.905 -0.356 3.651 0.1361
H -7.469 1.445 6.104 0.1317
H -8.956 1.208 5.209 0.1272
H -8.103 3.721 5.304 0.0884
H -8.999 3.323 3.863 0.0871
H -7.387 4.052 3.679 0.0941
H -5.569 -0.917 3.974 0.0617
H -5.757 0.695 4.091 0.0459
C 2.237 7.972 -1.387 -0.0732
C 2.882 7.744 -0.006 -0.4273
C 2.126 6.878 1.030 -0.1422
O 2.173 5.449 0.661 -0.2110
C 1.276 4.722 1.515 -0.1159
N 4.194 7.234 -0.391 0.0242
H 1.318 8.520 -1.176 0.0753
H 2.055 7.006 -1.857 0.0824
H 2.964 8.517 -1.988 0.0726
H 3.020 8.737 0.421 0.1272
H 1.068 7.137 1.040 0.1141
H 2.607 6.919 2.008 0.1234
H 1.059 3.771 1.028 0.0814
H 0.295 5.179 1.649 0.0802
H 1.718 4.477 2.481 0.0849
H 3.913 6.297 -0.643 0.0570
H 4.347 7.628 -1.309 0.0468
C 8.713 -8.198 -2.588 -0.0406
C 7.597 -7.317 -1.950 -0.4629
C 6.859 -6.498 -2.975 -0.2769
O 7.681 -5.551 -3.503 -0.1748
C 7.586 -5.062 -4.823 -0.0806
N 6.760 -8.074 -1.102 0.0361
H 8.344 -8.693 -3.486 0.0722
H 9.071 -8.986 -1.924 0.0707
H 9.547 -7.538 -2.823 0.0718
H 8.081 -6.551 -1.344 0.1403
H 5.894 -6.190 -2.572 0.1173
H 6.414 -7.112 -3.758 0.1227
H 8.347 -4.296 -4.970 0.0908
H 6.617 -4.565 -4.846 0.0828
H 7.573 -5.833 -5.593 0.0878
H 6.013 -7.441 -0.853 0.0672
H 6.172 -8.717 -1.612 0.0763
C -1.182 2.274 -5.973 -0.0960
C -1.300 3.273 -4.856 -0.4250
C -2.839 3.627 -4.581 -0.1858
O -3.009 4.787 -3.791 -0.1803
C -4.117 4.740 -2.885 -0.1086
N -0.696 2.668 -3.674 0.0192
H -1.671 2.596 -6.893 0.0794
H -1.655 1.368 -5.594 0.0795
H -0.150 2.060 -6.248 0.0770
H -0.599 4.037 -5.190 0.1293
H -3.366 2.735 -4.244 0.1187
H -3.414 3.760 -5.498 0.1136
H -3.935 5.544 -2.172 0.0843
H -4.360 3.900 -2.235 0.0824
H -5.013 4.888 -3.488 0.0833
H 0.268 2.473 -3.903 0.0644
H -0.594 3.305 -2.897 0.0667
```

Output
SMILES = COC[C@H](C)N.COC[C@H](C)N.COC[C@H](C)N.COC[C@H](C)N.NC(N)=O.NC(N)=O
LUMO level = 0.34 eV
DFT total energy = -43711.2821 eV
Energy above the lowest of the compared OMol25 structures with the same formula, charge and spin = 85.46 kcal per mole

---

Calculated largest force on an atom, 4.67, 2.27, 0.37, 0.49, 3.41, 6.34, 5.00, 3.95 eV/Å (same order as the records).